Arrangement a

Here is a 2-piece molecular cluster, C14H16 overall from the Open Molecules 2025 dataset. Energies are from the ωB97M-V functional and the def2-TZVPD basis.

```
30
C14H16 | the Open Molecules 2025 dataset | the ωB97M-V functional and the def2-TZVPD basis
C 1.17 -1.79 -4.82
C 0.28 -1.70 -3.62
C 0.75 -1.08 -2.46
C -0.04 -0.83 -1.35
C -1.40 -1.10 -1.46
C -1.90 -1.76 -2.57
C -1.04 -2.12 -3.61
H 2.21 -1.92 -4.52
H 1.14 -0.86 -5.38
H 0.95 -2.65 -5.46
H 1.79 -0.78 -2.42
H 0.32 -0.32 -0.47
H -2.08 -0.77 -0.69
H -2.93 -2.07 -2.60
H -1.42 -2.70 -4.43
C 2.48 2.45 2.78
C 1.10 1.87 2.84
C 0.40 1.44 1.73
C -0.90 0.96 1.85
C -1.48 0.83 3.10
C -0.78 1.20 4.24
C 0.50 1.75 4.10
H 2.58 3.29 3.47
H 2.76 2.85 1.81
H 3.26 1.73 3.04
H 0.80 1.67 0.75
H -1.54 0.85 0.97
H -2.54 0.61 3.16
H -1.21 1.16 5.23
H 1.06 2.03 4.98
```

SMILES: Cc1ccccc1.Cc1ccccc1
LUMO (eV): 0.93
Total charge: 0
Frontier orbital gap (eV): 9.93

---

Arrangement b

Here is a 2-piece molecular cluster, C14H16 overall from the Open Molecules 2025 dataset. Energies are from the ωB97M-V functional and the def2-TZVPD basis.

```
30
C14H16 | the Open Molecules 2025 dataset | the ωB97M-V functional and the def2-TZVPD basis
C -0.44 -0.24 -3.75
C -0.10 -1.45 -2.96
C -1.19 -2.27 -2.43
C -0.94 -3.55 -2.01
C 0.40 -4.03 -1.86
C 1.48 -3.24 -2.19
C 1.12 -1.99 -2.68
H -1.00 0.58 -3.27
H -1.02 -0.52 -4.62
H 0.51 0.28 -3.89
H -2.21 -1.94 -2.61
H -1.61 -4.36 -1.78
H 0.41 -5.07 -1.57
H 2.43 -3.75 -2.14
H 1.92 -1.28 -2.94
C 1.20 3.86 1.22
C 0.38 3.03 2.16
C 1.08 1.93 2.67
C 0.45 0.94 3.43
C -0.92 0.98 3.59
C -1.66 2.06 3.07
C -1.00 3.09 2.44
H 1.04 3.42 0.23
H 2.22 4.07 1.49
H 0.75 4.86 1.07
H 2.16 1.94 2.59
H 1.04 0.19 3.93
H -1.36 0.37 4.37
H -2.72 2.07 3.32
H -1.62 3.87 2.03
```

SMILES: Cc1ccccc1.Cc1ccccc1
LUMO (eV): 0.76
Total charge: 0
Frontier orbital gap (eV): 9.64

---

Arrangement c

Here is a 2-piece molecular cluster, C14H16 overall from the Open Molecules 2025 dataset. Energies are from the ωB97M-V functional and the def2-TZVPD basis.

```
30
C14H16 | the Open Molecules 2025 dataset | the ωB97M-V functional and the def2-TZVPD basis
C -1.58 -2.89 -2.38
C -2.19 -1.87 -1.46
C -1.81 -0.53 -1.57
C -2.35 0.40 -0.70
C -3.34 -0.01 0.18
C -3.72 -1.33 0.34
C -3.09 -2.26 -0.50
H -2.06 -3.87 -2.36
H -0.52 -3.06 -2.19
H -1.60 -2.55 -3.41
H -1.12 -0.27 -2.37
H -2.22 1.46 -0.92
H -3.82 0.73 0.80
H -4.47 -1.70 1.03
H -3.36 -3.31 -0.39
C 3.73 3.37 0.90
C 2.95 2.08 0.85
C 1.60 2.01 1.19
C 1.03 0.78 1.43
C 1.67 -0.41 1.11
C 2.95 -0.34 0.59
C 3.57 0.89 0.47
H 4.76 3.18 1.18
H 3.32 3.97 1.71
H 3.76 3.94 -0.02
H 1.08 2.96 1.32
H -0.03 0.75 1.61
H 1.14 -1.34 1.25
H 3.55 -1.22 0.45
H 4.60 0.98 0.11
```

SMILES: Cc1ccccc1.Cc1ccccc1
LUMO (eV): 0.94
Total charge: 0
Frontier orbital gap (eV): 9.86

---

Result of the stability comparison: arrangement a is the most stable of them.

---

Arrangement a

Here is one molecule with the formula C4H9F from the Open Molecules 2025 dataset. Energies are from the ωB97M-V functional and the def2-TZVPD basis.

```
14
C4H9F | the Open Molecules 2025 dataset | the ωB97M-V functional and the def2-TZVPD basis
C 0.07 -0.37 -1.26
C -0.07 0.37 0.06
C 1.29 0.45 0.67
C -1.17 -0.44 0.72
F -2.30 -0.12 -0.12
H 0.99 0.23 -1.81
H -0.96 -0.20 -1.82
H 0.26 -1.38 -1.09
H -0.57 1.31 -0.22
H 1.92 -0.43 0.70
H 1.56 0.97 1.64
H 1.80 1.09 -0.06
H -1.58 0.01 1.69
H -1.23 -1.50 0.91
```

SMILES: CC(C)CF
LUMO (eV): 1.10
Total charge: 0
Frontier orbital gap (eV): 12.00

---

Arrangement b

Here is one molecule with the formula C4H9F from the Open Molecules 2025 dataset. Energies are from the ωB97M-V functional and the def2-TZVPD basis.

```
14
C4H9F | the Open Molecules 2025 dataset | the ωB97M-V functional and the def2-TZVPD basis
C -0.68 -0.28 -1.25
C -0.18 0.29 0.07
C -0.44 -0.67 1.11
C 1.29 0.66 0.06
F -0.90 1.40 0.33
H -0.12 -1.07 -1.54
H -1.69 -0.61 -1.17
H -0.56 0.50 -2.01
H -1.45 -1.05 0.98
H 0.31 -1.46 1.10
H -0.28 -0.10 2.04
H 1.81 -0.20 -0.12
H 1.38 1.45 -0.70
H 1.51 1.12 1.09
```

SMILES: CC(C)(C)F
LUMO (eV): 1.03
Total charge: 0
Frontier orbital gap (eV): 12.31

---

Result of the stability comparison: arrangement b is the most stable of them.

---

Arrangement a

Here is an isolated ion of composition C3H8NS and charge -1 from the Open Molecules 2025 dataset. Energies are from the ωB97M-V functional and the def2-TZVPD basis.

```
13
C3H8NS | the Open Molecules 2025 dataset | the ωB97M-V functional and the def2-TZVPD basis
C -0.11 -0.61 1.73
N -0.66 0.22 0.69
C 0.39 0.57 -0.25
C -0.03 0.46 -1.69
S 0.42 -1.21 -2.41
H 0.04 -1.79 1.61
H -0.61 -0.26 2.73
H 0.89 -0.25 1.89
H -1.21 -0.43 0.05
H 0.67 1.68 -0.09
H 1.15 -0.17 -0.14
H 0.17 1.42 -2.29
H -1.12 0.37 -1.83
```

SMILES: CNCC[S-]
LUMO (eV): 4.14
Total charge: -1
Frontier orbital gap (eV): 6.48

---

Arrangement b

Here is a 2-piece molecular cluster, C3H8NS overall from the Open Molecules 2025 dataset. Energies are from the ωB97M-V functional and the def2-TZVPD basis.

```
13
C3H8NS | the Open Molecules 2025 dataset | the ωB97M-V functional and the def2-TZVPD basis
C 0.12 0.16 4.09
S -0.23 -1.45 3.33
H 1.16 0.45 3.97
H -0.59 0.95 3.80
H -0.04 0.13 5.18
C 0.51 1.03 -2.52
C 0.33 -0.29 -2.60
N -0.87 -0.95 -2.71
H -0.42 1.57 -2.32
H 1.45 1.54 -2.46
H 1.18 -0.86 -2.99
H -1.65 -0.38 -2.42
H -0.95 -1.90 -2.36
```

LUMO (eV): 3.50
Total charge: -1
Frontier orbital gap (eV): 5.43

---

Result of the stability comparison: arrangement b is the most stable of them.

---

Arrangement a

Here is a 2-piece molecular cluster, C5H12O3 overall from the Open Molecules 2025 dataset. Energies are from the ωB97M-V functional and the def2-TZVPD basis.

```
20
C5H12O3 | the Open Molecules 2025 dataset | the ωB97M-V functional and the def2-TZVPD basis
C -0.98 0.70 -1.28
C 0.52 0.56 -1.49
C 0.78 -0.09 -2.87
C 1.18 -0.36 -0.41
C 0.77 0.08 0.96
O -0.30 -0.15 1.47
O 1.72 0.79 1.61
H -1.41 1.18 -2.17
H -1.46 -0.28 -1.28
H -1.27 1.30 -0.43
H 1.01 1.54 -1.47
H 1.83 0.05 -3.15
H 0.53 -1.15 -2.84
H 0.27 0.52 -3.62
H 2.22 -0.33 -0.57
H 0.82 -1.38 -0.52
H 1.36 0.93 2.50
O -2.88 -1.41 2.22
H -2.78 -2.10 1.57
H -2.55 -0.61 1.81
```

SMILES: CC(C)CC(=O)O.O
LUMO (eV): 0.71
Total charge: 0
Frontier orbital gap (eV): 11.37

---

Arrangement b

Here is a 3-piece molecular cluster, C5H12O3 overall from the Open Molecules 2025 dataset. Energies are from the ωB97M-V functional and the def2-TZVPD basis.

```
20
C5H12O3 | the Open Molecules 2025 dataset | the ωB97M-V functional and the def2-TZVPD basis
C -0.20 -0.13 -0.25
C -0.82 -2.15 0.46
C 0.95 -0.39 0.48
C 1.83 1.49 -0.19
C -1.27 0.79 0.24
O -0.16 -0.34 -1.60
O -1.87 -2.34 -0.45
O 1.15 2.70 0.06
H -0.73 0.30 -2.04
H -1.48 -2.39 -1.33
H 1.17 2.87 1.00
H -1.24 -2.02 1.46
H -0.06 -2.93 0.41
H 0.92 -0.22 1.54
H 1.68 -1.08 0.07
H 1.95 1.38 -1.27
H 2.80 1.43 0.32
H -2.24 0.39 -0.06
H -1.24 0.87 1.33
H -1.14 1.78 -0.19
```

LUMO (spin up / spin down) (eV): 0.69 / 0.69
Total charge: 0
Frontier orbital gap (spin up / spin down) (eV): 6.87 / 6.87

---

Arrangement c

Here is a 3-piece molecular cluster, C5H12O3 overall from the Open Molecules 2025 dataset. Energies are from the ωB97M-V functional and the def2-TZVPD basis.

```
20
C5H12O3 | the Open Molecules 2025 dataset | the ωB97M-V functional and the def2-TZVPD basis
C -0.71 -0.86 2.70
C -0.99 -0.94 1.28
C -0.14 -0.87 0.22
C -0.63 -0.53 -1.20
C 0.38 -0.27 -2.05
O 0.12 0.26 -3.36
H -0.69 0.16 3.12
H -1.51 -1.42 3.32
H 0.11 -1.41 2.98
H -1.98 -1.23 0.97
H 0.94 -0.82 0.40
H -1.66 -0.56 -1.27
H 1.41 -0.49 -1.95
H -0.75 0.88 -3.26
O -1.59 2.15 0.11
H -2.30 1.58 0.21
H -0.95 2.28 0.72
O 3.21 0.32 1.61
H 3.61 0.06 0.76
H 2.32 -0.04 1.39
```

SMILES: C/C=C/C=C/O.O.O
LUMO (eV): 0.70
Total charge: 0
Frontier orbital gap (eV): 9.05

---

Arrangement d

Here is C5H12O3 as an isolated structure from the Open Molecules 2025 dataset. Energies are from the ωB97M-V functional and the def2-TZVPD basis.

```
20
C5H12O3 | the Open Molecules 2025 dataset | the ωB97M-V functional and the def2-TZVPD basis
C -0.78 -0.28 -0.38
C -1.55 0.54 -1.39
C -1.38 -0.33 1.00
C 1.00 1.08 0.15
C 1.51 1.45 -1.02
O -0.18 -1.31 -0.83
H 0.77 -1.62 -0.10
H 0.66 1.84 0.85
H -0.72 -0.85 1.69
H -1.64 1.57 -1.05
H -1.07 0.51 -2.36
H -2.55 0.13 -1.47
H -1.61 0.67 1.37
H -2.31 -0.89 0.93
H 1.57 2.48 -1.35
H 1.85 0.70 -1.73
O 1.74 -1.57 0.69
O 1.25 -1.97 2.00
H 2.08 -2.18 2.44
H 1.36 0.03 0.56
```

LUMO (eV): -0.29
Total charge: 0
Frontier orbital gap (eV): 8.22

---

Result of the stability comparison: arrangement a is the most stable of them.

---

Arrangement a

Here is one molecule with the formula C5H12O3 from the Open Molecules 2025 dataset. Energies are from the ωB97M-V functional and the def2-TZVPD basis.

```
20
C5H12O3 | the Open Molecules 2025 dataset | the ωB97M-V functional and the def2-TZVPD basis
C 0.57 0.69 -2.02
C 0.71 -0.14 -0.74
C 1.94 0.29 0.05
C -0.67 0.10 0.14
O -0.68 1.25 0.92
C -0.73 -1.18 0.92
O -1.71 -0.99 2.07
O -3.02 -0.79 1.55
H 1.48 0.62 -2.62
H 0.40 1.74 -1.77
H -0.26 0.33 -2.63
H 0.82 -1.19 -1.02
H 2.03 -0.27 0.98
H 2.84 0.11 -0.53
H 1.90 1.35 0.28
H -1.51 0.19 -0.56
H -0.05 1.15 1.64
H -1.11 -2.01 0.31
H 0.17 -1.43 1.48
H -3.11 0.18 1.55
```

SMILES: CC(C)[C@H](O)COO
LUMO (eV): 0.81
Total charge: 0
Frontier orbital gap (eV): 10.60

---

Arrangement b

Here is a 2-piece molecular cluster, C5H12O3 overall from the Open Molecules 2025 dataset. Energies are from the ωB97M-V functional and the def2-TZVPD basis.

```
20
C5H12O3 | the Open Molecules 2025 dataset | the ωB97M-V functional and the def2-TZVPD basis
C 0.72 2.12 -1.03
C -0.03 1.02 -0.27
C -1.53 1.12 -0.51
C 0.50 -0.35 -0.69
O 1.80 -0.61 -0.24
H 0.48 2.07 -2.09
H 1.79 1.98 -0.91
H 0.45 3.10 -0.65
H 0.17 1.14 0.80
H -2.07 0.35 0.05
H -1.75 0.98 -1.57
H -1.90 2.09 -0.21
H 0.51 -0.45 -1.78
H -0.18 -1.13 -0.24
H 1.75 -0.82 0.73
O 0.88 -1.74 2.12
C -0.23 -2.14 1.89
O -0.52 -3.30 1.31
H -1.14 -1.72 2.34
H 0.29 -3.72 0.97
```

SMILES: CC(C)CO.O=CO
LUMO (eV): 0.72
Total charge: 0
Frontier orbital gap (eV): 10.52

---

Result of the stability comparison: arrangement b is the most stable of them.

---

Arrangement a

Here is a 2-piece molecular cluster, C5H17N2O overall from the Open Molecules 2025 dataset. Energies are from the ωB97M-V functional and the def2-TZVPD basis.

```
25
C5H17N2O | the Open Molecules 2025 dataset | the ωB97M-V functional and the def2-TZVPD basis
C 0.90 -0.50 -1.51
C 0.60 -0.71 -0.02
C -0.10 0.55 0.45
C -1.67 0.35 0.50
C -2.36 -0.51 -0.55
N -2.47 0.22 -1.81
N 2.00 -0.75 0.59
H 1.54 0.37 -1.65
H 1.30 -1.42 -1.94
H 0.01 -0.45 -2.13
H 0.00 -1.58 0.21
H 0.04 0.79 1.51
H 0.09 1.41 -0.17
H -2.02 0.05 1.48
H -1.99 1.39 0.37
H -3.28 -0.88 -0.08
H -1.78 -1.41 -0.81
H -3.03 1.06 -1.63
H -3.21 -0.14 -2.42
H 2.46 0.14 0.38
H 2.02 -0.77 1.61
H 2.57 -1.52 0.28
H 2.08 1.75 2.13
H 3.42 1.32 2.99
O 2.88 1.25 2.20
```

LUMO (eV): -3.02
Total charge: +1
Frontier orbital gap (eV): 9.88

---

Arrangement b

Here is a 2-piece molecular cluster, C5H17N2O overall from the Open Molecules 2025 dataset. Energies are from the ωB97M-V functional and the def2-TZVPD basis.

```
25
C5H17N2O | the Open Molecules 2025 dataset | the ωB97M-V functional and the def2-TZVPD basis
N 0.11 1.04 -1.25
C -0.17 -0.02 -0.20
C 0.78 0.08 1.03
C 0.35 1.09 2.04
C 0.87 -1.34 1.69
C -1.64 0.06 0.20
N -2.66 -0.29 -0.77
H 1.10 1.01 -1.54
H -0.02 1.90 -0.73
H -0.58 0.91 -1.98
H 0.04 -0.97 -0.70
H 1.81 0.31 0.76
H -0.20 0.68 2.88
H -0.25 1.89 1.61
H 1.19 1.66 2.47
H 0.40 -1.42 2.66
H 1.90 -1.50 1.99
H 0.50 -2.16 1.07
H -1.76 1.14 0.38
H -1.77 -0.53 1.12
H -2.46 -1.15 -1.27
H -3.55 -0.42 -0.30
H 2.74 -1.04 -1.87
H 2.01 -0.67 -3.16
O 1.98 -0.55 -2.20
```

LUMO (eV): -3.00
Total charge: +1
Frontier orbital gap (eV): 10.33

---

Arrangement c

Here is a 2-piece molecular cluster, C5H17N2O overall from the Open Molecules 2025 dataset. Energies are from the ωB97M-V functional and the def2-TZVPD basis.

```
25
C5H17N2O | the Open Molecules 2025 dataset | the ωB97M-V functional and the def2-TZVPD basis
N -1.39 -0.19 -0.90
C 0.11 0.19 -1.08
C 0.12 1.34 -2.01
C 0.67 0.58 0.22
N 0.37 -0.59 1.15
C 0.06 -0.13 2.48
C 1.30 0.46 3.42
H -1.81 -0.97 -1.44
H -1.39 -0.60 0.00
H -1.95 0.66 -1.04
H 0.68 -0.63 -1.56
H 1.17 1.54 -2.27
H -0.21 2.18 -1.47
H -0.59 1.11 -2.84
H 1.78 0.79 -0.08
H 0.47 1.64 0.51
H 1.16 -1.25 1.02
H -0.70 0.69 2.47
H -0.40 -0.90 3.18
H 0.87 1.09 4.18
H 2.02 0.99 2.85
H 1.78 -0.29 4.02
H -2.09 -2.84 -3.51
H -0.79 -2.41 -4.07
O -1.24 -2.48 -3.23
```

LUMO (eV): -2.90
Total charge: +1
Frontier orbital gap (eV): 10.10

---

Result of the stability comparison: arrangement b is the most stable of them.